No. 1
Here is C6H19N3O2PY as an isolated structure at a distorted geometry from the OMol25 dataset. Energies are from ωB97M-V/def2-TZVPD.

XYZ file:
```
32
Properties=species:S:1:pos:R:3:lowdin_charge:R:1
Y 2.127 3.387 -0.412 2.038
O 3.485 2.467 1.021 -0.393
H 4.075 1.911 1.528 0.016
O 0.642 1.649 -0.826 -0.427
P 0.060 0.364 -0.303 0.581
N 0.346 -0.891 -1.370 -0.309
C 0.829 -0.668 -2.727 -0.082
C -0.241 -2.190 -1.066 -0.078
N -1.597 0.511 -0.115 -0.305
C -2.315 1.598 -0.828 -0.065
C -2.441 -0.443 0.584 -0.102
N 0.632 -0.035 1.193 -0.303
C 0.125 0.515 2.455 -0.073
C 1.820 -0.883 1.317 -0.082
H 1.258 0.314 -2.910 0.063
H -0.013 -0.719 -3.428 0.098
H 1.531 -1.466 -2.969 0.096
H -1.229 -2.382 -1.490 0.099
H -0.343 -2.255 0.017 0.072
H 0.442 -2.970 -1.402 0.103
H -3.368 1.551 -0.572 0.094
H -1.927 2.541 -0.438 0.068
H -2.196 1.498 -1.906 0.088
H -3.151 0.095 1.219 0.098
H -3.037 -1.023 -0.128 0.098
H -1.921 -1.140 1.238 0.081
H 0.923 1.098 2.920 0.086
H -0.707 1.169 2.190 0.079
H -0.206 -0.224 3.182 0.101
H 2.044 -1.358 0.361 0.080
H 1.680 -1.723 2.000 0.103
H 2.671 -0.298 1.666 0.074
```

Results
Total charge = +2
Spin multiplicity = 1
LUMO = -0.3659 Eh
Energy above the lowest of the compared OMol25 structures with the same formula, charge and spin = 0.0 kJ/mol

No. 2
Here is a 2-piece molecular cluster, C3H2ClNS overall at a distorted geometry from the OMol25 dataset. Energies are from ωB97M-V/def2-TZVPD.

XYZ file:
```
8
Properties=species:S:1:pos:R:3:lowdin_charge:R:1
C 0.781 0.786 2.229 -0.937
C -0.556 -1.718 -0.855 0.031
C -1.353 -1.073 -0.229 -0.760
N 0.573 1.880 1.808 0.088
S 0.758 -0.735 2.422 0.734
Cl -2.411 -0.171 0.643 0.688
H 0.165 -2.283 -1.354 0.016
H 1.018 2.836 2.079 0.140
```

Results
Structure (SMILES) = C#CCl.N=C=S
Total charge = 0
Spin multiplicity = 1
LUMO = 0.0236 Eh
Energy above the lowest of the compared OMol25 structures with the same formula, charge and spin = 257.5 kJ/mol

No. 3
Here is a 8-piece molecular cluster, H16O8 overall at a distorted geometry from the OMol25 dataset. Energies are from ωB97M-V/def2-TZVPD.

XYZ file:
```
24
Properties=species:S:1:pos:R:3:lowdin_charge:R:1
O 1.238 2.595 -2.034 -0.001
H 1.638 3.289 -2.514 0.027
H 1.730 2.335 -1.300 -0.004
O 2.429 -0.827 0.591 -0.056
H 1.749 -0.358 1.112 -0.009
H 3.269 -0.388 0.675 0.044
O -1.600 -2.535 0.878 -0.017
H -2.347 -1.953 0.663 0.082
H -2.086 -3.347 0.952 0.071
O 0.638 -3.098 -0.130 -0.078
H 0.957 -2.207 -0.151 -0.042
H -0.297 -2.974 0.170 -0.035
O -0.131 0.171 -0.637 -0.025
H -0.467 -0.559 -0.123 0.036
H 0.779 0.021 -0.839 0.040
O 0.808 0.371 2.466 -0.023
H 0.041 0.921 2.357 0.043
H 0.619 -0.029 3.316 0.067
O -0.760 3.025 0.240 -0.081
H -0.112 2.276 0.211 0.006
H -1.429 2.669 -0.361 0.029
O -2.342 0.440 -2.155 -0.071
H -1.481 0.402 -1.701 -0.023
H -2.843 -0.240 -1.687 0.020
```

Results
Structure (SMILES) = O.O.O.O.O.O.O.O
Total charge = 0
Spin multiplicity = 1
LUMO = -0.0091 Eh
Energy above the lowest of the compared OMol25 structures with the same formula, charge and spin = 263.5 kJ/mol

No. 4
Here is one molecule with the formula C19H26N2O5 from the OMol25 dataset. Energies are from ωB97M-V/def2-TZVPD.

XYZ file:
```
52
Properties=species:S:1:pos:R:3:lowdin_charge:R:1
C -0.164 -4.761 3.491 -0.108
C -0.172 -3.784 2.322 -0.266
C -1.540 -3.733 1.646 -0.178
C -1.580 -2.739 0.489 -0.152
H -0.803 -2.960 -0.246 0.122
H -2.565 -2.761 0.011 0.131
O -1.308 -1.400 0.913 -0.005
C -2.280 -0.757 1.550 -0.483
O -3.370 -1.207 1.782 0.122
C -1.842 0.649 1.951 -0.004
N -1.074 1.293 0.927 0.048
C -1.478 1.549 -0.367 -0.137
C -2.669 1.303 -1.023 0.000
C -2.752 1.686 -2.354 -0.091
C -1.684 2.291 -3.002 -0.092
C -0.486 2.541 -2.347 -0.005
C -0.397 2.163 -1.022 -0.144
N 0.625 2.271 -0.101 0.042
C 0.234 1.702 1.094 -0.440
O 0.894 1.611 2.105 0.089
C 1.967 2.699 -0.360 -0.003
C 2.713 1.753 -1.301 -0.479
O 3.771 2.011 -1.810 0.123
O 2.043 0.622 -1.459 -0.009
C 2.627 -0.400 -2.266 -0.150
C 1.976 -1.731 -1.910 -0.175
C 2.540 -2.369 -0.639 -0.248
C 2.286 -1.543 0.616 -0.093
H 1.230 -1.306 0.713 0.058
H 2.842 -0.610 0.594 0.072
H 2.599 -2.097 1.499 0.075
H 3.614 -2.525 -0.763 0.109
H 2.079 -3.352 -0.521 0.095
H 2.122 -2.414 -2.748 0.115
H 0.905 -1.556 -1.791 0.113
H 2.446 -0.148 -3.317 0.136
H 3.709 -0.417 -2.098 0.133
H 2.495 2.710 0.600 0.147
H 1.989 3.709 -0.783 0.146
H 0.343 3.007 -2.856 0.116
H -1.786 2.574 -4.038 0.101
H -3.668 1.508 -2.897 0.101
H -3.499 0.830 -0.522 0.115
H -1.195 0.581 2.833 0.146
H -2.737 1.229 2.202 0.146
H -1.797 -4.717 1.251 0.123
H -2.303 -3.454 2.376 0.114
H 0.581 -4.086 1.590 0.103
H 0.093 -2.788 2.680 0.107
H -0.896 -4.467 4.240 0.074
H 0.816 -4.785 3.960 0.069
H -0.408 -5.765 3.152 0.072
```

Results
Structure (SMILES) = CCCCOC(=O)Cn1c(=O)n(CC(=O)OCCCC)c2ccccc21
Total charge = 0
Spin multiplicity = 1
LUMO = 0.0266 Eh
Energy above the lowest of the compared OMol25 structures with the same formula, charge and spin = 5.5 kJ/mol

No. 5
Here is a 2-piece molecular cluster, C4H14N2O overall at a distorted geometry from the OMol25 dataset. Energies are from ωB97M-V/def2-TZVPD.

XYZ file:
```
21
Properties=species:S:1:pos:R:3:lowdin_charge:R:1
N 0.047 -1.272 0.233 0.036
C 2.026 0.879 0.585 -0.112
C 0.549 1.149 0.688 -0.238
C -0.326 0.129 -0.041 -0.392
C -1.814 0.413 0.355 -0.251
N -2.700 -0.278 -0.593 -0.013
H -0.829 -1.775 0.187 0.081
H 0.263 -1.297 1.221 0.091
H 2.411 1.032 -0.422 0.081
H 2.327 -0.080 1.002 0.069
H 2.587 1.604 1.189 0.073
H 0.203 1.324 1.712 0.115
H 0.347 2.121 0.226 0.112
H -0.421 0.343 -1.109 0.135
H -1.880 1.497 0.196 0.108
H -2.057 0.095 1.366 0.111
H -2.279 -0.364 -1.516 0.069
H -3.587 0.165 -0.664 0.049
H 2.106 -2.499 -1.821 0.029
H 1.301 -1.586 -0.948 -0.025
O 1.726 -1.602 -1.848 -0.126
```

Results
Structure (SMILES) = CC[C@@H](N)CN.O
Total charge = 0
Spin multiplicity = 1
LUMO = 0.0363 Eh
Energy above the lowest of the compared OMol25 structures with the same formula, charge and spin = 98.8 kJ/mol

No. 6
Here is an isolated ion of composition C4H10NS and charge +1 at a distorted geometry from the OMol25 dataset. Energies are from ωB97M-V/def2-TZVPD.

XYZ file:
```
16
Properties=species:S:1:pos:R:3:lowdin_charge:R:1
C 0.069 -0.411 1.169 -0.084
C 0.866 0.362 0.224 -0.681
C 0.314 1.700 -0.225 -0.054
C -1.510 -0.779 -0.683 -0.044
N -0.156 -0.853 -0.206 -0.114
S 2.481 -0.134 -0.359 0.897
H 0.691 -1.098 1.850 0.159
H -0.809 0.087 1.638 0.151
H 1.106 2.389 0.265 0.135
H -0.692 1.861 0.206 0.100
H 0.349 1.786 -1.303 0.089
H -2.251 -0.302 0.074 0.129
H -1.526 -0.102 -1.643 0.136
H -1.858 -1.844 -0.944 0.133
H 0.278 -1.603 -0.675 0.135
H 2.648 -1.059 0.614 -0.089
```

Results
Structure (SMILES) = C[N@@H+]1C[C@@]1(C)S
Total charge = +1
Spin multiplicity = 1
LUMO = -0.1148 Eh
Energy above the lowest of the compared OMol25 structures with the same formula, charge and spin = 197.5 kJ/mol

No. 7
Here is C49H41N5PPdS3Se2 as an isolated structure at a distorted geometry from the OMol25 dataset. Energies are from ωB97M-V/def2-TZVPD.

XYZ file:
```
102
Properties=species:S:1:pos:R:3:lowdin_charge:R:1
Pd 0.497 0.580 0.556 0.357
Se 1.324 3.060 0.471 0.413
P -0.704 3.154 -0.343 0.170
Se -1.462 1.281 -1.129 0.271
C -1.772 3.810 0.978 -0.413
C -2.958 3.173 1.317 -0.137
C -3.786 3.708 2.300 -0.082
C -3.433 4.887 2.933 -0.079
C -2.250 5.538 2.588 -0.071
C -1.419 5.001 1.617 -0.097
C -0.905 4.402 -1.652 -0.406
C -2.136 4.495 -2.301 -0.105
C -2.342 5.483 -3.252 -0.071
C -1.322 6.375 -3.568 -0.080
C -0.095 6.280 -2.931 -0.078
C 0.113 5.296 -1.967 -0.103
H -3.234 2.267 0.792 0.048
H -4.710 3.205 2.564 0.104
H -4.080 5.308 3.693 0.106
H -1.976 6.464 3.080 0.107
H -0.494 5.502 1.360 0.096
H -2.923 3.790 -2.068 0.087
H -3.301 5.557 -3.752 0.107
H -1.487 7.145 -4.315 0.106
H 0.704 6.967 -3.185 0.106
H 1.070 5.220 -1.467 0.069
N 2.142 0.383 -0.670 -0.423
S 3.428 -0.030 -0.058 0.751
N 4.261 -1.065 -1.005 -0.353
S 3.521 -2.409 -1.349 0.900
N 2.671 -3.052 -0.246 -0.357
S 1.049 -2.875 0.044 0.750
N 0.381 -1.601 0.124 -0.314
C 0.321 -3.964 -1.158 -0.305
C -0.762 -3.443 -1.841 -0.057
C -1.352 -4.210 -2.839 -0.055
C -0.854 -5.470 -3.137 -0.065
C 0.234 -5.986 -2.434 -0.065
C 0.834 -5.231 -1.440 -0.064
C 1.020 -3.844 1.542 -0.296
C 1.972 -4.785 1.921 -0.067
C 1.820 -5.450 3.130 -0.063
C 0.731 -5.169 3.946 -0.065
C -0.205 -4.217 3.564 -0.063
C -0.064 -3.547 2.358 -0.070
C 4.859 -3.511 -1.629 -0.334
C 4.865 -4.742 -1.000 -0.052
C 5.967 -5.569 -1.179 -0.049
C 7.024 -5.152 -1.974 -0.051
C 6.994 -3.910 -2.603 -0.047
C 5.908 -3.073 -2.433 -0.052
C 2.724 -2.320 -2.926 -0.294
C 2.846 -3.404 -3.799 -0.058
C 2.155 -3.365 -4.998 -0.056
C 1.356 -2.271 -5.308 -0.051
C 1.243 -1.205 -4.424 -0.041
C 1.928 -1.215 -3.219 -0.044
C 4.669 1.219 0.167 -0.323
C 5.454 1.590 -0.921 -0.059
C 6.308 2.674 -0.787 -0.060
C 6.352 3.385 0.408 -0.061
C 5.553 3.010 1.480 -0.057
C 4.706 1.915 1.369 -0.082
C 3.507 -0.848 1.582 -0.316
C 4.601 -1.675 1.853 -0.074
C 4.678 -2.335 3.066 -0.061
C 3.672 -2.179 4.015 -0.066
C 2.610 -1.328 3.760 -0.058
C 2.530 -0.648 2.548 -0.100
H -1.114 -2.447 -1.592 0.103
H -2.204 -3.818 -3.383 0.114
H -1.312 -6.056 -3.925 0.110
H 0.614 -6.974 -2.666 0.111
H 1.681 -5.622 -0.888 0.102
H 2.834 -4.973 1.300 0.081
H 2.558 -6.180 3.439 0.112
H 0.616 -5.691 4.887 0.110
H -1.047 -3.994 4.209 0.109
H -0.770 -2.789 2.039 0.099
H 4.029 -5.039 -0.384 0.081
H 5.997 -6.537 -0.694 0.115
H 7.884 -5.797 -2.105 0.115
H 7.822 -3.594 -3.225 0.117
H 5.872 -2.099 -2.908 0.123
H 3.465 -4.258 -3.554 0.116
H 2.240 -4.194 -5.691 0.115
H 0.814 -2.252 -6.247 0.114
H 0.616 -0.355 -4.666 0.119
H 1.844 -0.392 -2.519 0.067
H 5.388 1.041 -1.853 0.109
H 6.938 2.968 -1.619 0.112
H 7.013 4.240 0.502 0.111
H 5.582 3.573 2.406 0.114
H 4.088 1.614 2.207 0.111
H 5.382 -1.805 1.114 0.111
H 5.527 -2.976 3.274 0.112
H 3.730 -2.708 4.960 0.112
H 1.839 -1.177 4.507 0.114
H 1.724 0.050 2.377 0.039
N -1.812 0.262 2.632 0.194
C -0.883 0.604 2.045 -0.182
H -2.649 -0.053 3.075 0.111
```

Results
Total charge = +1
Spin multiplicity = 1
LUMO (alpha / beta) = -0.1031 / -0.1036 Eh
Energy above the lowest of the compared OMol25 structures with the same formula, charge and spin = 215.5 kJ/mol